DFT (ωB97M-V/def2-TZVPD) results for 2 unconnected molecules or ions with the total composition C3H4Cl2Si in a non-equilibrium geometry.

Values from the calculation:
Total energy (eV): -36094.07618
Energy relative to the best compared isomer or geometry (same formula, charge and spin) (eV): 5.043
Frontier orbital gap (eV): 10.08
Highest occupied orbital energy (eV): -10.11
LUMO (hartree): -0.00131

Structure (XYZ):
```
10
Properties=species:S:1:pos:R:3:mulliken_charge:R:1
C -0.794 -1.041 2.395 0.380
C -0.375 -0.930 1.258 -0.812
C 0.702 1.182 -0.757 -0.211
Si 0.179 -0.673 -0.550 0.251
Cl -0.505 2.242 0.294 -0.191
Cl 0.476 1.432 -2.502 -0.146
H -0.971 -1.406 3.364 0.411
H 1.638 1.681 -0.620 0.386
H -1.591 -1.155 -1.511 -0.017
H 1.242 -1.333 -1.372 -0.050
```